Entry 1:
Here is a cluster of 3 separate species, C20H31F2NO10 in total from OMol25. Energies are from the ωB97M-V functional and the def2-TZVPD basis.

The geometry in XYZ format:
```
64
Properties=species:S:1:pos:R:3:forces:R:3:nbo_charge:R:1
O 6.6982 0.5866 -0.7858 0.2 -0.3 0.0 -0.4609
C 6.1903 1.6529 -1.0170 -0.2 0.3 -0.1 0.4848
C 6.9921 2.8881 -1.2013 0.2 -0.1 0.0 -0.2249
C 6.4222 4.0846 -1.1648 -0.1 0.2 0.0 -0.2289
C 4.9582 4.2357 -0.9639 0.2 -0.3 0.0 0.4893
O 4.4455 5.2937 -0.7102 -0.1 0.3 0.0 -0.4652
C 4.1458 2.9826 -1.0724 -0.2 0.5 0.0 0.0962
N 2.7117 3.1710 -1.1165 0.2 -0.9 0.0 -0.5667
C 2.1160 2.7878 -2.3079 0.0 0.3 0.1 0.9826
O 2.6314 2.7287 -3.3679 -0.1 -0.1 0.0 -0.5368
F 0.8122 2.5299 -2.1090 0.1 0.2 0.0 -0.3224
C 2.0518 2.8208 0.1130 -0.1 0.3 -0.2 0.9998
O 1.9526 1.7458 0.5797 0.1 0.0 0.1 -0.4942
F 1.5770 3.9096 0.6903 -0.1 0.0 0.1 -0.2879
C 4.7076 1.7850 -1.1005 0.0 -0.1 0.0 -0.1978
H 8.0602 2.7581 -1.3226 0.0 0.0 0.1 0.2402
H 6.9844 5.0044 -1.2552 0.0 0.0 0.0 0.2405
H 4.1298 0.8690 -1.1576 0.0 0.0 0.1 0.2508
C 0.4870 -6.8222 -1.7163 -0.1 0.0 0.0 -0.2458
O 0.4269 -5.5562 -1.1034 0.2 0.0 0.0 -0.5455
C 0.7732 -5.5981 0.2682 -0.1 0.0 0.0 -0.0915
C 1.1867 -4.2318 0.7639 -0.1 0.0 0.1 -0.0923
O 2.4965 -3.8510 0.3756 0.0 0.0 0.0 -0.5383
C 2.6624 -3.3671 -0.9459 0.0 0.0 -0.1 -0.0916
C 2.2014 -1.9395 -1.1369 0.0 0.0 0.0 -0.0940
O 0.7945 -1.8700 -1.2607 0.0 0.0 0.2 -0.5451
C 0.3094 -0.5670 -1.0210 -0.1 -0.2 -0.1 -0.2495
H -0.2188 -7.5261 -1.2591 0.0 0.0 0.0 0.1644
H 0.2232 -6.6901 -2.7638 0.0 0.0 0.0 0.1932
H 1.4956 -7.2471 -1.6530 0.0 0.0 0.0 0.1643
H 1.5979 -6.3035 0.4304 0.0 0.0 0.0 0.1710
H -0.0915 -5.9379 0.8560 0.0 -0.1 0.0 0.1684
H 1.2168 -4.2765 1.8546 0.0 0.0 0.0 0.1878
H 0.4489 -3.4816 0.4703 0.0 0.0 -0.1 0.1971
H 2.1781 -4.0200 -1.6759 -0.1 0.0 0.0 0.1977
H 3.7399 -3.3900 -1.1216 0.0 0.0 0.0 0.1883
H 2.6709 -1.5369 -2.0484 0.0 0.0 0.0 0.1626
H 2.5365 -1.3415 -0.2780 0.0 0.0 0.0 0.1717
H 0.5703 -0.2304 -0.0139 0.0 0.1 0.0 0.1758
H -0.7743 -0.6035 -1.1132 0.0 0.0 0.0 0.1920
H 0.7038 0.1372 -1.7614 0.0 0.0 0.0 0.1598
C -1.6180 2.8304 0.8307 0.0 0.0 -0.1 -0.2479
O -2.9139 2.2936 0.7141 0.0 -0.1 0.2 -0.5453
C -2.8984 0.9225 0.3589 0.0 0.1 -0.1 -0.0924
C -4.1955 0.2443 0.7323 0.0 0.0 -0.1 -0.0931
O -4.3088 -0.0543 2.1130 0.0 0.0 0.0 -0.5385
C -4.6741 1.0111 2.9743 0.0 0.0 0.1 -0.0917
C -6.1469 1.3502 2.9434 0.0 0.1 0.0 -0.0925
O -6.4623 2.1296 1.8051 0.0 -0.1 -0.1 -0.5449
C -7.8387 2.1192 1.5093 0.0 0.1 0.0 -0.2461
H -1.0794 2.7806 -0.1251 0.0 0.0 0.0 0.1580
H -1.7189 3.8741 1.1219 0.0 0.0 0.0 0.1960
H -1.0314 2.3009 1.5910 0.0 0.0 0.0 0.1683
H -2.0677 0.4114 0.8621 0.0 0.0 0.0 0.1723
H -2.7509 0.8379 -0.7277 0.0 -0.1 0.0 0.1671
H -4.2110 -0.7252 0.2296 0.0 0.0 0.0 0.1886
H -5.0469 0.8300 0.3776 0.0 0.1 0.0 0.1972
H -4.0764 1.9048 2.7801 0.0 0.0 0.0 0.1970
H -4.4420 0.6523 3.9792 0.0 0.0 0.0 0.1874
H -6.3996 1.9114 3.8544 0.0 0.0 0.0 0.1677
H -6.7293 0.4200 2.9403 0.0 0.0 0.0 0.1715
H -8.1943 1.1019 1.3072 0.0 0.0 0.0 0.1643
H -7.9864 2.7296 0.6207 0.0 0.0 0.0 0.1936
H -8.4311 2.5400 2.3307 0.0 0.0 0.0 0.1642
```
Forces are in eV/Å.

Computed properties:
* SMILES string: O=C1C=CC(=O)C(N(C(=O)F)C(=O)F)=C1.COCCOCCOC.COCCOCCOC

***

Entry 2:
Here is an isolated molecule of C3H4ClNO in a non-equilibrium geometry from OMol25. Energies are from the ωB97M-V functional and the def2-TZVPD basis.

The geometry in XYZ format:
```
10
Properties=species:S:1:pos:R:3:forces:R:3:nbo_charge:R:1
C -1.6719 -0.1604 -0.0144 0.9 -0.2 0.7 0.6524
C -0.1456 -0.3979 0.1048 -1.8 -1.5 -0.1 -0.3197
C 0.8782 0.4073 0.0248 1.0 1.3 -0.3 -0.1641
H -1.4946 1.8929 0.2132 0.5 0.3 0.1 0.3919
H -3.0820 1.2901 -0.0654 0.8 -0.2 0.1 0.4084
H -0.0116 -1.4617 0.2219 0.4 -0.2 -0.1 0.2369
H 0.8283 1.4900 -0.0744 -0.2 -0.2 0.0 0.2049
N -2.0721 1.1203 -0.0198 -1.6 0.6 -0.3 -0.8145
O -2.4636 -1.0870 -0.0468 0.8 0.3 -0.2 -0.5919
Cl 2.5653 -0.0854 -0.0278 -0.8 -0.1 0.2 -0.0043
```
Forces are in eV/Å.

Computed properties:
* SMILES string: NC(=O)/C=C/Cl
* energy relative to the best compared isomer or geometry (same formula, charge and spin): 4.3 kcal/mol

***

Entry 3:
Here is a structure of composition C47H65BCsN16S5 from OMol25. Energies are from the ωB97M-V functional and the def2-TZVPD basis.

The geometry in XYZ format:
```
135
Properties=species:S:1:pos:R:3:forces:R:3:lowdin_charge:R:1
Cs 1.5806 -2.3117 2.0129 0.2 0.6 0.1 0.6391
C -2.3589 1.8765 2.7232 0.0 0.0 0.0 -0.0688
C -1.7701 1.9237 1.3539 -0.1 0.0 -0.1 -0.2652
C -1.4221 3.0867 0.7635 0.0 0.0 0.0 0.0328
C -0.7990 3.0762 -0.5184 0.0 0.1 0.0 -0.2166
N -0.5905 1.9702 -1.1431 0.1 0.0 -0.1 0.1739
N -0.9693 0.7921 -0.5997 -0.2 0.2 0.1 0.0236
B -0.5924 -0.3713 -1.5339 -0.3 -0.2 0.3 -0.8174
N -1.6116 -1.5150 -1.6189 0.0 -0.2 0.0 -0.0161
N -2.7216 -0.9909 -2.1715 0.1 0.2 0.0 0.1672
C -3.7968 -1.6968 -2.2801 -0.2 0.0 0.0 -0.2133
C -3.8377 -3.0276 -1.7842 0.1 0.0 0.0 0.0560
C -2.7252 -3.5902 -1.2514 -0.1 0.0 -0.1 -0.2458
C -2.7503 -4.9731 -0.6882 0.0 0.0 0.0 -0.0772
C -1.5013 -2.8139 -1.1918 0.2 0.2 -0.1 -0.6912
S -0.0793 -3.4799 -0.6180 -0.5 -0.2 -0.1 0.5630
C -4.9570 -1.0176 -3.0078 0.0 0.1 0.0 -0.5418
C -5.1170 0.4196 -2.4948 0.1 -0.1 0.0 -0.0460
C -6.2665 -1.7814 -2.8141 0.1 0.0 0.0 -0.0650
C -4.5967 -0.9811 -4.5019 0.0 0.0 0.1 -0.0452
N -0.2561 0.1985 -2.9585 0.4 -0.3 -0.2 -0.0033
N -0.9205 0.8235 -3.8983 -0.2 0.2 -0.2 0.2049
C -0.2439 1.1278 -4.9803 -0.2 0.2 -0.2 -0.2024
C 1.1118 0.7446 -5.1484 -0.1 0.0 -0.1 0.0657
C 1.7950 0.1048 -4.1607 0.2 0.0 0.0 -0.2088
C 3.2200 -0.3388 -4.2722 -0.1 0.0 0.0 -0.0238
C 1.0377 -0.1212 -2.9956 0.0 -0.1 0.3 -0.4715
S 1.3201 -0.8500 -1.4664 0.2 0.1 -0.3 0.9717
C -0.9613 1.9278 -6.0652 0.0 0.0 0.0 -0.5471
C -1.0679 1.0769 -7.3369 0.0 -0.1 0.0 -0.0413
C -0.1517 3.2029 -6.3483 0.0 0.0 0.0 -0.0396
C -2.3662 2.3357 -5.6126 0.1 -0.1 0.1 -0.0503
C -1.5319 0.6735 0.6446 0.1 -0.1 -0.1 -0.6472
S -1.8944 -0.8025 1.3293 0.1 0.1 0.1 0.7255
C -0.3446 4.3646 -1.1919 0.0 0.0 -0.1 -0.5346
C 0.3002 4.0716 -2.5488 0.0 -0.1 0.1 -0.0508
C -1.5672 5.2698 -1.3984 0.0 -0.1 0.0 -0.0415
C 0.6830 5.0656 -0.2927 0.0 -0.1 0.0 -0.0394
H -2.4958 2.8830 3.1214 0.0 0.0 0.0 0.0824
H -1.7062 1.3029 3.3852 0.0 0.0 0.0 0.0720
H -3.3130 1.3469 2.7059 0.0 0.0 0.0 0.0755
H -1.5855 4.0259 1.2819 0.0 -0.1 0.0 0.1219
H -4.7536 -3.6023 -1.8130 0.0 0.0 0.0 0.1121
H -3.6755 -5.4820 -0.9670 0.0 0.0 0.0 0.0802
H -2.6901 -4.9170 0.4028 0.1 0.0 0.0 0.0338
H -1.8880 -5.5450 -1.0271 0.0 0.0 0.0 0.0608
H -5.3983 0.4241 -1.4381 0.0 0.0 0.0 0.0896
H -5.8936 0.9362 -3.0657 0.0 0.0 0.0 0.0815
H -4.1762 0.9606 -2.6011 -0.1 0.0 0.0 0.0710
H -6.5059 -1.8862 -1.7523 0.0 0.0 -0.1 0.0921
H -6.2156 -2.7777 -3.2612 -0.1 0.0 0.0 0.0794
H -7.0832 -1.2402 -3.2966 0.0 0.0 0.0 0.0839
H -3.6420 -0.4682 -4.6315 0.0 0.0 0.0 0.0552
H -5.3685 -0.4520 -5.0690 0.0 0.0 0.0 0.0853
H -4.5021 -1.9939 -4.9054 0.0 0.1 0.0 0.0877
H 1.6205 0.9583 -6.0825 -0.1 0.0 0.0 0.1274
H 3.4237 -0.7163 -5.2744 0.0 0.0 0.0 0.0893
H 3.4313 -1.1218 -3.5446 0.0 0.0 0.0 0.0793
H 3.8996 0.4923 -4.0748 0.0 0.0 0.0 0.0709
H -0.0861 0.7552 -7.6949 -0.1 0.0 0.0 0.0786
H -1.5481 1.6500 -8.1334 0.0 0.0 0.0 0.0860
H -1.6707 0.1852 -7.1452 0.0 0.0 0.0 0.0896
H 0.8541 2.9802 -6.7133 -0.1 0.0 0.0 0.0792
H -0.0557 3.8009 -5.4387 0.0 0.0 -0.1 0.0725
H -0.6603 3.8038 -7.1052 0.0 0.0 0.0 0.0871
H -2.9924 1.4609 -5.4346 0.0 0.1 0.0 0.0606
H -2.8321 2.9512 -6.3860 0.0 0.0 0.0 0.0879
H -2.3244 2.9053 -4.6821 0.0 0.0 0.0 0.0764
H -0.4002 3.5460 -3.2025 0.0 0.0 0.0 0.0567
H 1.1828 3.4389 -2.4279 -0.1 0.1 -0.1 0.0640
H 0.6026 5.0107 -3.0211 0.0 0.0 0.0 0.0910
H -2.3098 4.7671 -2.0260 0.0 0.1 0.0 0.0883
H -1.2710 6.1992 -1.8914 0.0 0.0 0.0 0.0847
H -2.0433 5.5249 -0.4480 0.0 0.0 -0.1 0.0775
H 1.5308 4.4042 -0.0925 0.0 0.0 0.0 0.0734
H 0.2463 5.3630 0.6651 0.0 0.0 0.0 0.0765
H 1.0585 5.9642 -0.7880 0.0 0.0 0.0 0.0878
N 1.5817 -3.8873 5.5964 0.0 -0.1 -0.1 0.1577
C 1.3221 -2.6458 6.0205 -0.1 0.1 0.2 -0.4457
N 1.0286 -2.5002 7.3232 0.0 0.0 0.0 0.1671
C 0.7678 -1.2528 7.6871 0.0 0.0 0.0 -0.4629
N 0.4342 -1.0407 8.9884 0.0 0.0 -0.1 0.1417
N 0.7879 -0.1807 6.8873 0.0 0.1 0.0 0.1588
C 1.0701 -0.4457 5.6120 0.0 -0.1 0.1 -0.2720
N 1.3351 -1.6454 5.1153 0.0 0.1 0.0 0.1307
C 1.1003 0.7405 4.6967 0.0 0.2 -0.1 -0.2065
C 1.0597 2.0210 5.2432 0.0 0.0 0.1 -0.0149
C 1.1009 3.1129 4.3940 0.0 0.0 0.0 -0.0578
C 1.1781 2.8910 3.0310 0.0 0.1 0.0 -0.0504
C 1.2179 1.5802 2.5819 0.1 -0.1 -0.2 -0.1476
N 1.1765 0.5254 3.3854 -0.2 -0.1 0.2 0.0921
H 1.7093 -4.5941 6.2999 0.0 0.0 0.0 0.1041
H 2.0510 -4.0542 4.7028 0.0 0.1 0.1 -0.0466
H 0.5894 -1.7916 9.6347 0.0 0.0 0.0 0.0912
H 0.4161 -0.0921 9.3121 0.0 0.0 0.0 0.0911
H 1.0006 2.1341 6.3146 0.0 0.0 0.0 0.0980
H 1.0772 4.1193 4.7926 0.0 0.0 0.0 0.1029
H 1.2182 3.7112 2.3236 0.0 -0.1 0.0 0.0900
H 1.3014 1.3704 1.5164 0.0 -0.1 0.1 0.0999
S 3.2617 -5.0048 3.0432 0.3 -0.1 -0.2 0.3721
C 2.4724 -6.2652 3.7639 -0.1 -0.4 0.3 -0.9859
N 1.9385 -7.1369 4.3266 -0.1 0.2 -0.1 -0.0048
C 3.8456 2.6141 -2.0821 0.1 -0.1 0.1 -0.1298
N 4.6096 1.9697 -1.0387 0.0 0.0 0.0 -0.2436
C 5.1144 0.6833 -1.4919 0.0 0.1 0.1 -0.0965
C 3.7870 1.8079 0.1719 0.1 0.1 0.1 -0.2145
C 4.5343 1.2192 1.3498 0.4 0.0 0.4 -0.3240
C 5.6417 1.9270 1.8403 -0.1 0.0 -0.1 -0.0902
C 6.3644 1.4358 2.9199 0.0 0.0 0.0 -0.1429
C 5.9764 0.2372 3.5144 -0.1 -0.2 0.0 -0.1409
C 4.8679 -0.4552 3.0195 0.3 0.4 0.0 -0.1903
C 4.1147 0.0063 1.9261 -0.7 -0.4 -0.5 -0.1384
H 4.4685 2.7427 -2.9733 0.0 0.0 0.0 0.0812
H 3.5224 3.6035 -1.7465 0.0 0.0 0.0 0.0736
H 2.9407 2.0371 -2.3691 0.1 0.1 0.0 0.0650
H 5.7242 0.8269 -2.3898 0.0 0.0 0.0 0.0801
H 4.2974 -0.0256 -1.7183 0.1 0.0 0.1 0.0603
H 5.7315 0.2417 -0.7118 0.0 0.0 0.0 0.0878
H 2.9221 1.1637 -0.0437 0.0 0.0 0.0 0.0639
H 3.4114 2.8108 0.4318 0.0 0.0 -0.1 0.1049
H 5.9431 2.8627 1.3654 0.0 -0.1 0.1 0.0942
H 7.2236 1.9820 3.2974 0.0 0.0 0.0 0.0777
H 6.5422 -0.1561 4.3585 0.0 0.0 -0.1 0.0800
H 4.5979 -1.3973 3.5071 0.0 0.1 0.0 0.0582
C -1.4417 -7.6769 4.7400 -0.1 0.1 0.0 -0.0812
N -2.1493 -6.6679 3.9657 0.2 -0.2 0.1 -0.0600
C -2.1268 -5.3482 4.1983 -0.1 -0.1 -0.2 -0.9480
N -1.4320 -4.9383 5.2830 0.0 -0.1 0.0 0.1028
S -2.9616 -4.2833 3.2025 0.0 0.1 0.0 0.5546
H -1.8171 -8.6563 4.4496 0.0 0.0 0.0 0.0812
H -1.6470 -7.5338 5.8035 0.0 0.0 0.0 0.0834
H -0.3674 -7.6510 4.5755 0.2 0.0 0.0 0.0334
H -2.5399 -6.9236 3.0784 -0.1 0.0 0.0 0.1057
H -0.6395 -5.4903 5.5767 0.0 0.0 0.0 0.0762
H -1.2978 -3.9441 5.3356 0.0 0.1 0.0 0.0725
```
Forces are in eV/Å.

Computed properties:
* total charge: -1
* energy relative to the best compared isomer or geometry (same formula, charge and spin): 3.4 kcal/mol

***

What are the electronic energy values for these records? In order: -48638.4951, -19235.5885, -129042.1925 eV.
What are the molar mass values for these records? In order: 483.46, 105.52, 1158.20 g/mol.